[1]
28
Properties=species:S:1:pos:R:3:forces:R:3 method="wB97M-V/def2-TZVPD" homo_ev=-8.539 homo_lumo_gap_ev=8.9 de_lowest_kj_mol=21.7 energy_ev=-16555.9997 smiles=c1cc[nH]c1.CC#N.CC#N.CC#N max_force_ha_per_bohr=0.0282
C -2.57604 -1.57589 1.45747 0.4 0.0 -0.2
C -1.42434 -0.76467 1.31490 0.5 1.0 -0.4
C -1.81086 0.47114 0.81114 -0.3 -1.4 0.4
N -3.17209 0.39981 0.67947 -0.1 0.8 -0.7
C -3.63698 -0.82902 1.01424 0.0 -0.6 0.5
H -2.57302 -2.59857 1.79401 -0.2 0.0 0.1
H -0.38769 -0.99766 1.51110 -0.1 -0.2 0.2
H -1.23099 1.32374 0.50954 -0.1 0.2 0.1
H -3.72319 1.10852 0.22769 0.0 0.0 0.1
H -4.67386 -1.11235 0.95533 -0.1 0.2 -0.1
C 1.72074 -3.51238 1.53523 0.9 -0.8 -0.3
C 0.65135 -4.09759 2.31931 -0.2 0.0 0.0
N -0.19163 -4.55584 2.94690 -0.1 0.0 0.0
H 2.32649 -2.85701 2.15727 -0.2 0.4 -0.2
H 1.37913 -3.09316 0.59203 -0.2 0.5 0.3
H 2.41620 -4.29792 1.21102 -0.2 -0.1 0.2
C 1.04558 -0.62726 -1.34180 -0.4 -0.5 0.7
C 0.75901 0.66585 -1.93777 0.3 -0.1 0.3
N 0.54145 1.70631 -2.36386 -0.1 0.2 -0.2
H 1.46742 -1.32350 -2.06070 0.0 0.0 0.0
H 0.12953 -1.03906 -0.90591 -0.2 0.0 -0.5
H 1.68175 -0.55672 -0.45811 0.4 0.4 -0.3
C 1.47421 4.82124 -2.29061 0.2 -0.1 1.1
C 2.65840 4.46552 -1.50825 0.3 0.2 -0.1
N 3.58630 4.19018 -0.89087 -0.1 0.0 0.0
H 1.62203 4.50209 -3.31513 -0.3 0.0 -0.1
H 1.27889 5.88589 -2.17984 0.1 0.1 -0.3
H 0.66219 4.29831 -1.78379 -0.2 -0.1 -0.6

***

[2]
28
Properties=species:S:1:pos:R:3:forces:R:3 method="wB97M-V/def2-TZVPD" homo_ev="-7.804 / -7.805" homo_lumo_gap_ev="7.7 / 7.7" de_lowest_kj_mol=245.1 energy_ev=-25468.4798 max_force_ha_per_bohr=0.0973
C -4.06372 -0.27430 0.35462 -2.1 -0.4 3.6
C -3.50059 -0.38263 -0.86627 -1.1 -1.1 -1.3
C -3.37085 0.28935 1.45050 0.3 1.2 0.6
C -2.23532 0.06374 -1.08071 1.5 0.5 -1.1
C -2.10286 0.76249 1.26500 0.4 0.8 -2.0
C -1.51085 0.68579 -0.05050 -0.9 -1.5 1.2
C -0.65658 -2.41872 -0.47700 -2.6 1.7 2.9
C 0.56222 -1.99939 -0.63910 -0.1 1.2 2.3
C 3.14881 1.81642 0.07438 2.1 -2.6 -0.7
C 3.63846 0.34382 -0.35581 1.8 3.1 2.0
N -0.21082 1.06667 -0.15718 4.2 -1.7 -2.0
O 1.50836 -0.68070 1.82927 -0.1 -0.3 1.1
O 2.55538 -0.52808 -0.58704 -0.3 0.3 0.3
P 1.27196 -0.68883 0.40599 -0.9 1.3 -3.8
H -5.05853 -0.64956 0.69460 0.6 0.2 -1.2
H -3.99371 -0.90006 -1.70812 0.0 0.4 0.7
H -3.73842 0.61276 2.46674 -0.5 -1.2 -1.3
H -1.84795 -0.14244 -2.11242 0.2 0.6 1.2
H -1.63908 1.40438 2.00455 0.4 -0.4 0.1
H -1.02542 -3.13277 -1.12743 -0.9 -1.4 -1.1
H -1.38208 -1.99663 0.29288 1.1 -0.8 -1.0
H 0.99938 -2.50384 -1.42073 2.2 -0.3 -1.6
H 2.37091 1.60736 0.75759 -0.6 0.6 1.3
H 4.04234 2.38819 0.42979 -1.1 -0.4 -0.1
H 2.73318 2.17449 -0.80960 -0.8 1.4 -1.3
H 4.26998 0.10841 0.53942 -0.6 -0.9 -0.8
H 4.36440 0.50440 -1.20069 -1.3 -1.0 0.3
H 0.10544 0.94870 -1.18856 -0.8 0.5 2.0